19
Properties=species:S:1:pos:R:3 method="wB97M-V/def2-TZVPD" e_tot_ha=-310.991161 de_lowest_kcal_mol=42.7 spin_multiplicity=1 homo_lumo_gap_ha=0.374 smiles=CC[C@@]1(C)C[C@H]1O e_lumo_ha=0.0336
C 2.101 0.229 -0.367
C 0.980 -0.077 0.629
C -0.459 -0.294 0.103
C -0.514 -1.171 -1.123
C -1.413 -0.248 1.265
C -1.453 0.858 0.246
O -0.833 2.118 0.264
H 1.928 1.167 -0.904
H 2.233 -0.573 -1.102
H 3.056 0.330 0.165
H 0.984 0.688 1.412
H 1.240 -1.020 1.136
H -0.114 -0.581 -1.962
H 0.109 -2.071 -1.039
H -1.541 -1.450 -1.373
H -1.022 -0.098 2.266
H -2.275 -0.911 1.201
H -2.470 0.956 -0.155
H -0.537 2.147 -0.661



29
Properties=species:S:1:pos:R:3 method="wB97M-V/def2-TZVPD" e_tot_ha=-1216.561138 spin_multiplicity=1 total_charge=-1 homo_lumo_gap_ha=0.272 e_lumo_ha=0.1037
N -2.008 -1.059 0.275
C -2.613 0.096 -0.473
C -4.197 0.177 -0.129
O -4.959 -0.921 -0.708
O -6.280 -0.583 -0.561
C -1.988 1.464 0.161
O -1.759 1.400 1.449
O -1.747 2.601 -0.590
H -2.195 -1.949 -0.207
H -1.007 -0.913 0.455
H -2.445 0.032 -1.606
H -4.563 1.139 -0.658
H -4.387 0.258 1.010
H -6.541 -0.810 0.363
O 2.923 -0.040 2.190
S 2.282 0.097 0.905
O 1.451 -0.945 0.358
O 3.400 0.501 -0.198
C 4.559 -0.317 -0.321
C 4.267 -1.583 -1.105
C 1.377 1.616 0.875
H 4.977 -0.549 0.663
H 5.306 0.273 -0.858
H 3.597 -2.243 -0.549
H 5.190 -2.132 -1.309
H 3.776 -1.348 -2.052
H 2.024 2.417 1.232
H 0.512 1.510 1.530
H 1.046 1.811 -0.145



128
Properties=species:S:1:pos:R:3 method="wB97M-V/def2-TZVPD" e_tot_ha=-25385.746247 spin_multiplicity=1 total_charge=+1 homo_lumo_gap_ha=0.273 e_lumo_ha=-0.1392
C -1.257 -6.057 3.748
C -1.075 -6.074 2.220
C 0.073 -5.217 1.632
Br 0.534 -6.278 -0.004
C -0.088 -3.665 1.560
P 0.257 -3.114 3.414
O 1.496 -3.870 4.136
O -1.134 -3.037 4.280
N -1.448 -3.073 1.361
C -2.763 -3.604 1.756
C -3.835 -2.589 2.120
O -3.341 -1.544 2.915
C -4.756 -2.101 0.955
F -5.991 -2.635 1.126
F -4.328 -2.496 -0.266
F -4.894 -0.763 0.973
C -1.418 -1.954 0.728
C -0.032 -1.325 0.528
C -0.168 -0.069 1.544
F -1.551 0.223 1.588
C 0.216 0.038 3.017
C -0.198 1.501 3.440
C -0.181 -0.688 -0.918
F -0.928 -1.505 -1.745
F -1.040 0.392 -0.803
C 1.013 -0.064 -1.730
F 2.232 -0.623 -1.561
F 1.117 1.257 -1.429
C 0.735 -0.113 -3.279
F 0.788 -1.372 -3.737
F -0.396 0.500 -3.613
F 1.756 0.560 -3.858
C 0.774 -2.715 0.639
C 0.903 -3.267 -0.838
C -0.132 -3.897 -1.780
O 0.236 -4.101 -2.842
Br -1.972 -4.446 -1.476
C 2.361 -2.580 0.932
I 3.377 -4.485 1.238
C 2.888 -1.597 2.010
C 4.276 -1.897 2.628
I 3.182 0.410 1.242
H -0.301 -5.830 4.235
H -1.994 -5.352 4.129
H -1.529 -7.052 4.106
H -2.007 -5.964 1.670
H -0.804 -7.111 2.010
H 0.925 -5.449 2.269
H 1.464 -4.835 4.280
H -1.007 -3.329 5.197
H -3.176 -4.334 1.060
H -2.613 -4.163 2.675
H -4.542 -3.161 2.736
H -4.091 -1.068 3.292
H -2.272 -1.400 0.366
H 0.346 0.764 1.057
H -0.410 -0.568 3.666
H 1.261 0.040 3.286
H 0.508 1.875 4.185
H -0.151 2.196 2.599
H -1.182 1.514 3.906
H 1.341 -2.502 -1.475
H 1.684 -4.030 -0.856
H 2.814 -2.258 -0.004
H 2.259 -1.627 2.893
H 4.212 -2.618 3.442
H 5.064 -2.080 1.900
H 4.576 -0.976 3.135
C -5.004 4.088 -6.831
Cl -5.894 2.744 -7.542
Cl -4.652 5.323 -8.036
Cl -5.903 4.784 -5.478
H -4.065 3.708 -6.449
C -6.742 1.221 -2.176
Cl -7.617 -0.148 -2.865
Cl -6.351 2.403 -3.425
Cl -7.675 1.974 -0.883
H -5.820 0.849 -1.751
C 4.302 -0.488 6.611
Cl 4.445 -0.952 8.297
Cl 5.840 -0.661 5.771
Cl 3.034 -1.443 5.817
H 4.009 0.553 6.569
C -3.897 7.923 -4.198
Cl -2.529 6.845 -3.897
Cl -4.507 8.593 -2.686
Cl -3.446 9.204 -5.318
H -4.686 7.339 -4.652
C 2.856 -3.034 -5.080
Cl 1.290 -3.161 -5.875
Cl 3.329 -4.577 -4.369
Cl 4.089 -2.451 -6.199
H 2.770 -2.310 -4.280
C 6.488 -0.083 -4.139
Cl 5.104 -0.684 -3.216
Cl 6.397 1.673 -4.275
Cl 7.995 -0.573 -3.374
H 6.454 -0.509 -5.132
C 6.389 3.409 -0.860
Cl 4.976 2.566 -0.197
Cl 6.304 5.146 -0.597
Cl 7.877 2.740 -0.198
H 6.364 3.198 -1.918
C -9.186 -4.039 -2.631
Cl -8.116 -3.599 -1.292
Cl -9.798 -5.679 -2.403
Cl -10.515 -2.895 -2.757
H -8.618 -4.018 -3.551
C 1.568 1.219 10.854
Cl 0.440 0.159 11.696
Cl 1.771 0.703 9.174
Cl 1.037 2.896 10.935
H 2.530 1.145 11.343
C -11.289 -0.712 -6.218
Cl -10.127 -0.216 -4.978
Cl -11.765 -2.398 -6.029
Cl -12.703 0.338 -6.196
H -10.808 -0.610 -7.182
C 7.000 9.576 -0.512
Cl 6.327 8.047 0.060
Cl 8.628 9.332 -1.150
Cl 5.956 10.306 -1.727
H 7.065 10.252 0.329
C 10.656 12.345 -2.473
Cl 9.173 13.260 -2.736
Cl 11.566 12.176 -3.974
Cl 11.644 13.096 -1.221
H 10.380 11.356 -2.134



11
Properties=species:S:1:pos:R:3 method="wB97M-V/def2-TZVPD" e_tot_ha=-587.486133 de_lowest_kcal_mol=11.2 spin_multiplicity=1 homo_lumo_gap_ha=0.353 e_lumo_ha=0.0313
H -1.563 1.743 -0.102
N -0.662 1.175 -0.194
C -0.789 -0.086 -0.083
N -1.929 -0.810 -0.072
S 0.644 -1.051 -0.201
C 2.088 0.115 0.038
H -2.781 -0.413 0.212
H -1.878 -1.749 0.302
H 2.956 -0.510 0.124
H 1.920 0.772 0.837
H 1.994 0.815 -0.859



15
Properties=species:S:1:pos:R:3 method="wB97M-V/def2-TZVPD" e_tot_ha=-287.740768 de_lowest_kcal_mol=57.5 spin_multiplicity=1 homo_lumo_gap_ha=0.380 smiles=COC[C@H]1CN1 e_lumo_ha=0.0375
C -0.289 1.096 -1.980
O -0.236 0.142 -0.948
C -0.250 0.723 0.336
C 0.152 -0.315 1.362
C -0.262 -1.729 1.267
N 1.121 -1.335 0.982
H 0.545 1.813 -1.904
H -1.233 1.660 -1.966
H -0.209 0.558 -2.927
H -1.245 1.135 0.569
H 0.470 1.559 0.370
H 0.286 0.094 2.362
H -0.905 -2.031 0.445
H -0.378 -2.300 2.186
H 1.228 -1.282 -0.030



126
Properties=species:S:1:pos:R:3 method="wB97M-V/def2-TZVPD" e_tot_ha=-3213.475575 de_lowest_kcal_mol=20.2 spin_multiplicity=1 total_charge=+1 homo_lumo_gap_ha=0.272 e_lumo_ha=-0.1405
C -6.322 0.165 3.710
O -7.117 -0.960 3.417
C -6.429 -2.192 3.592
C -6.598 -3.138 2.370
C -5.308 -3.081 1.535
C -5.155 -4.215 0.491
C -4.239 -3.779 -0.684
C -2.738 -4.058 -0.441
C -1.836 -2.842 -0.781
N -1.485 -2.043 0.436
C -0.300 -1.459 0.461
C 0.046 -0.709 1.585
C 1.386 -0.014 1.640
C 2.159 -0.226 2.941
C 2.615 -1.442 3.435
C 3.326 -1.469 4.605
C 3.614 -0.322 5.299
C 3.145 0.881 4.839
C 2.427 0.911 3.670
C -0.934 -0.649 2.568
C -0.700 0.162 3.828
C -1.999 0.487 4.570
O -2.569 -0.325 5.255
I -2.872 2.462 4.444
C -2.150 -1.322 2.418
N -2.419 -2.002 1.330
H -6.939 1.028 3.978
H -5.725 0.471 2.831
H -5.621 0.009 4.542
H -6.727 -2.677 4.532
H -5.360 -1.954 3.705
H -6.764 -4.133 2.798
H -7.480 -2.796 1.823
H -4.478 -3.190 2.243
H -5.235 -2.081 1.091
H -4.740 -5.082 1.013
H -6.143 -4.444 0.079
H -4.443 -2.747 -0.987
H -4.550 -4.393 -1.545
H -2.429 -4.834 -1.152
H -2.522 -4.444 0.559
H -0.944 -3.120 -1.341
H -2.434 -2.205 -1.441
H 0.379 -1.562 -0.375
H 1.241 1.047 1.410
H 1.990 -0.438 0.826
H 2.413 -2.371 2.913
H 3.709 -2.391 5.030
H 4.200 -0.321 6.211
H 3.321 1.814 5.362
H 2.067 1.867 3.293
H -0.098 -0.460 4.505
H -0.140 1.072 3.618
H -2.922 -1.274 3.177
O -3.855 -3.438 -4.159
C -4.003 -4.585 -4.472
O -4.160 -5.579 -3.562
C -4.198 -6.854 -4.236
C -4.611 -6.536 -5.664
C -3.999 -5.155 -5.874
H -3.206 -7.306 -4.180
H -4.911 -7.505 -3.735
H -4.278 -7.282 -6.383
H -5.698 -6.469 -5.729
H -2.968 -5.214 -6.227
H -4.593 -4.539 -6.543
O 3.618 -2.149 0.604
C 3.452 -3.318 0.389
O 3.251 -4.223 1.371
C 3.196 -5.552 0.813
C 2.825 -5.352 -0.648
C 3.475 -4.008 -0.960
H 4.175 -6.018 0.934
H 2.459 -6.140 1.353
H 3.157 -6.165 -1.290
H 1.741 -5.268 -0.747
H 4.513 -4.118 -1.280
H 2.912 -3.440 -1.697
O 5.851 3.398 -2.817
C 5.289 2.711 -2.013
O 5.142 1.374 -2.157
C 4.327 0.853 -1.093
C 4.445 1.873 0.033
C 4.612 3.176 -0.743
H 3.302 0.742 -1.461
H 4.701 -0.122 -0.790
H 3.598 1.865 0.718
H 5.343 1.679 0.622
H 3.651 3.627 -0.999
H 5.237 3.891 -0.213
O -4.517 5.234 4.893
C -5.428 5.228 4.114
O -5.782 4.132 3.400
C -6.835 4.468 2.476
C -7.487 5.713 3.054
C -6.311 6.400 3.741
H -6.391 4.647 1.495
H -7.528 3.633 2.401
H -7.981 6.327 2.303
H -8.232 5.430 3.799
H -5.761 7.052 3.061
H -6.617 6.950 4.627
O 2.391 4.088 -7.125
C 3.309 3.441 -6.717
O 3.189 2.528 -5.721
C 4.486 1.998 -5.382
C 5.348 2.237 -6.610
C 4.754 3.526 -7.169
H 4.860 2.527 -4.505
H 4.392 0.940 -5.142
H 6.411 2.299 -6.382
H 5.206 1.427 -7.328
H 5.210 4.412 -6.724
H 4.818 3.571 -8.253
O 8.053 5.633 0.945
C 7.691 6.279 0.005
O 6.652 7.150 0.061
C 6.392 7.687 -1.248
C 7.690 7.509 -2.019
C 8.255 6.234 -1.400
H 5.566 7.127 -1.693
H 6.101 8.731 -1.158
H 7.544 7.453 -3.096
H 8.361 8.344 -1.814
H 7.881 5.338 -1.899
H 9.341 6.237 -1.387